[1]
The following is a DFT calculation (the ωB97M-V functional and the def2-TZVPD basis) of an isolated ion of composition H3N3O2P and charge -1.

Properties
HOMO energy   -3.6 eV
Calculated total energy   -657.87911 Ha
Energy relative to the best compared isomer or geometry (same formula, charge and spin)   100.03 kcal/mol
Charge   -1
LUMO level   4.251 eV

Each line ends with the Löwdin charge.
Atoms and positions in Å:
H  -0.22  -1.17  0.54  -0.070
N  0.42  -1.72  -0.10  -0.242
P  1.11  -0.45  -0.66  0.396
O  2.28  -0.58  -1.52  -0.419
N  0.48  1.03  -0.25  -0.324
N  -0.43  1.15  0.71  -0.306
O  -1.76  0.63  0.32  -0.182
H  -0.24  0.52  1.59  0.109
H  -1.65  0.58  -0.64  0.039


[2]
The following is a DFT calculation (the ωB97M-V functional and the def2-TZVPD basis) of C12H10CuN2OS as an isolated structure.

Properties
HOMO energy   -3.0 eV
Calculated total energy   -2686.67610 Ha
Energy relative to the best compared isomer or geometry (same formula, charge and spin)   0.00 kcal/mol
Charge   -1
LUMO level   3.293 eV

Each line ends with the Löwdin charge.
Atoms and positions in Å:
Cu  2.39  -0.41  -0.39  0.214
N  0.93  -1.74  0.12  0.004
C  -0.49  -1.32  0.06  -0.204
C  -1.25  -2.41  0.27  -0.066
C  -2.66  -2.26  0.44  -0.105
C  -3.22  -1.02  0.21  -0.128
C  -2.40  0.10  0.02  -0.036
C  -0.97  0.02  0.07  -0.085
C  -0.13  1.25  -0.12  -0.179
C  -0.75  2.52  -0.26  -0.075
C  0.00  3.68  -0.36  -0.146
C  1.36  3.59  -0.24  -0.142
C  1.99  2.37  0.05  -0.179
C  1.30  1.19  -0.04  -0.185
H  1.24  -1.78  1.06  0.085
H  1.11  -2.55  -0.43  0.026
H  -0.81  -3.39  0.31  0.106
H  -3.27  -3.21  0.67  0.115
H  -4.27  -0.84  0.46  0.087
H  -2.83  1.11  -0.13  0.093
H  -1.80  2.65  -0.21  0.063
H  -0.50  4.67  -0.36  0.097
H  2.05  4.49  -0.26  0.105
H  2.97  2.46  0.52  0.073
O  2.62  -4.14  -0.47  -0.616
S  3.73  -3.23  -0.39  0.580
N  3.67  -1.80  -0.60  -0.501


[3]
The following is a DFT calculation (the ωB97M-V functional and the def2-TZVPD basis) of a 10-piece molecular cluster, C30H84ClN6O13 overall.

Properties
HOMO energy   -5.2 eV
Calculated total energy   -2959.79033 Ha
Energy relative to the best compared isomer or geometry (same formula, charge and spin)   0.00 kcal/mol
Charge   -1
LUMO level   2.304 eV

Each line ends with the Löwdin charge.
Atoms and positions in Å:
Cl  -0.20  0.79  -0.97  0.630
O  0.62  -0.29  -1.44  -0.371
O  -0.57  1.65  -2.08  -0.367
O  -1.49  0.26  -0.47  -0.378
O  0.54  1.48  0.01  -0.352
C  4.72  -1.23  -3.50  -0.046
C  3.71  -1.22  -4.70  -0.427
C  4.28  -1.96  -5.92  -0.227
O  3.20  -2.17  -6.80  -0.192
C  3.72  -2.23  -8.17  -0.085
N  2.53  -1.90  -4.29  0.054
H  4.24  -0.95  -2.56  0.058
H  5.40  -0.43  -3.78  0.069
H  5.27  -2.17  -3.40  0.077
H  3.43  -0.20  -4.92  0.131
H  4.76  -2.90  -5.65  0.119
H  5.13  -1.39  -6.28  0.117
H  4.53  -2.96  -8.23  0.078
H  4.03  -1.22  -8.44  0.075
H  2.93  -2.60  -8.82  0.085
H  2.19  -1.30  -3.56  0.062
H  2.99  -2.59  -3.71  0.075
C  -1.11  -1.56  3.11  -0.051
C  -2.45  -2.25  2.65  -0.380
C  -3.32  -2.54  3.85  -0.186
O  -4.47  -3.19  3.21  -0.208
C  -5.30  -3.98  4.11  -0.106
N  -3.10  -1.36  1.66  0.077
H  -0.51  -2.23  3.73  0.075
H  -1.22  -0.61  3.63  0.048
H  -0.56  -1.16  2.26  0.049
H  -2.23  -3.19  2.16  0.134
H  -3.54  -1.71  4.51  0.121
H  -2.77  -3.26  4.46  0.111
H  -5.83  -3.38  4.85  0.075
H  -4.70  -4.77  4.57  0.068
H  -6.01  -4.60  3.56  0.073
H  -2.43  -1.10  0.96  0.036
H  -3.08  -0.44  2.10  0.025
C  -7.30  0.83  1.22  -0.084
C  -6.64  -0.45  0.70  -0.399
C  -5.47  -0.17  -0.28  -0.172
O  -4.89  -1.49  -0.42  -0.204
C  -4.21  -1.63  -1.62  -0.149
N  -6.15  -1.14  1.89  0.058
H  -6.64  1.50  1.77  0.058
H  -8.06  0.65  1.97  0.065
H  -7.80  1.43  0.46  0.067
H  -7.37  -1.02  0.12  0.136
H  -4.75  0.60  -0.01  0.107
H  -5.94  0.21  -1.19  0.113
H  -3.59  -0.79  -1.92  0.064
H  -4.98  -1.80  -2.37  0.081
H  -3.55  -2.50  -1.61  0.089
H  -7.01  -1.51  2.27  0.067
H  -5.92  -0.42  2.55  0.060
C  3.72  5.03  4.91  -0.067
C  4.53  4.15  3.96  -0.436
C  4.64  4.62  2.47  -0.188
O  3.39  4.92  1.87  -0.183
C  2.57  3.81  1.48  -0.075
N  5.89  4.08  4.47  0.018
H  2.69  5.05  4.57  0.071
H  4.17  6.01  5.01  0.078
H  3.63  4.55  5.88  0.072
H  4.01  3.19  3.96  0.111
H  5.21  3.92  1.87  0.120
H  5.30  5.48  2.54  0.114
H  1.65  4.02  0.94  0.088
H  2.24  3.25  2.35  0.051
H  3.10  3.07  0.87  0.085
H  6.35  4.98  4.52  0.063
H  5.91  3.83  5.44  0.064
C  4.00  -0.62  0.39  -0.042
C  3.12  -1.85  0.55  -0.395
C  3.82  -2.97  1.31  -0.169
O  4.69  -3.74  0.45  -0.204
C  4.97  -5.05  0.93  -0.116
N  1.85  -1.45  1.21  0.049
H  4.34  -0.16  1.31  0.073
H  3.50  0.12  -0.24  0.075
H  4.86  -0.93  -0.21  0.072
H  2.76  -2.23  -0.41  0.135
H  3.05  -3.67  1.63  0.120
H  4.37  -2.55  2.16  0.126
H  4.01  -5.57  0.89  0.079
H  5.33  -5.01  1.96  0.084
H  5.63  -5.58  0.25  0.083
H  1.19  -2.14  0.89  0.093
H  1.47  -0.66  0.71  0.039
C  -1.96  -1.25  -4.07  -0.094
C  -0.96  -1.39  -5.18  -0.420
C  -0.03  -0.18  -5.32  -0.210
O  0.98  -0.61  -6.17  -0.209
C  1.55  0.44  -6.96  -0.094
N  -0.28  -2.64  -4.84  0.041
H  -2.74  -2.01  -4.08  0.077
H  -2.43  -0.27  -4.19  0.085
H  -1.51  -1.29  -3.08  0.070
H  -1.46  -1.52  -6.14  0.137
H  0.40  0.10  -4.36  0.114
H  -0.61  0.66  -5.70  0.125
H  0.88  0.84  -7.72  0.081
H  2.51  0.15  -7.39  0.065
H  1.76  1.26  -6.27  0.083
H  -1.07  -3.26  -4.95  0.059
H  -0.32  -2.64  -3.83  0.055
C  1.32  1.07  3.82  -0.085
C  2.74  0.52  3.89  -0.345
O  2.66  -0.85  3.71  -0.106
H  0.93  0.86  2.82  0.058
H  1.46  2.14  3.97  0.047
H  0.71  0.65  4.62  0.081
H  3.27  0.66  4.83  0.107
H  3.37  0.97  3.12  0.085
H  2.49  -1.04  2.78  -0.009
C  -3.13  3.79  -0.59  -0.061
C  -4.65  3.63  -0.32  -0.278
O  -4.91  3.42  1.09  -0.101
H  -2.90  4.71  -0.05  0.067
H  -2.97  3.99  -1.65  0.080
H  -2.59  2.94  -0.18  0.060
H  -5.00  2.85  -0.99  0.101
H  -5.23  4.50  -0.62  0.103
H  -4.75  4.23  1.57  0.093
C  -1.66  2.44  2.73  -0.056
C  -2.94  1.91  3.41  -0.329
O  -3.67  1.25  2.46  -0.104
H  -0.90  2.85  3.39  0.061
H  -1.97  3.31  2.15  0.062
H  -1.19  1.60  2.22  0.058
H  -3.57  2.71  3.82  0.105
H  -2.69  1.27  4.25  0.104
H  -4.00  1.96  1.90  0.041


[4]
The following is a DFT calculation (the ωB97M-V functional and the def2-TZVPD basis) of a 5-piece molecular cluster, H8IO4 overall.

Properties
HOMO energy   -4.6 eV
Calculated total energy   -603.53815 Ha
Energy relative to the best compared isomer or geometry (same formula, charge and spin)   26.58 kcal/mol
Charge   -1
LUMO level   3.395 eV

Each line ends with the Löwdin charge.
Atoms and positions in Å:
I  0.91  -0.18  0.11  -0.171
O  1.08  2.70  -2.05  -0.072
H  0.13  2.91  -2.25  0.055
H  0.92  1.98  -1.58  -0.226
O  2.89  -3.20  -0.95  -0.117
H  3.31  -3.46  -0.17  -0.019
H  2.48  -2.46  -0.43  -0.094
O  -2.20  -1.11  2.25  -0.155
H  -1.36  -1.12  1.72  -0.080
H  -2.72  -1.71  1.64  0.052
O  -2.06  2.18  0.36  -0.165
H  -1.44  1.57  -0.03  -0.111
H  -1.93  1.91  1.38  0.102


[5]
The following is a DFT calculation (the ωB97M-V functional and the def2-TZVPD basis) of a 2-piece molecular cluster, C5H12N2S overall.

Properties
HOMO energy   -8.1 eV
Calculated total energy   -705.15329 Ha
Energy relative to the best compared isomer or geometry (same formula, charge and spin)   150.30 kcal/mol
LUMO level   0.114 eV

Each line ends with the Löwdin charge.
Atoms and positions in Å:
C  -3.31  -0.65  0.05  -0.167
C  -1.13  -0.60  -0.27  -0.417
C  1.51  -0.80  -0.04  -0.535
C  1.72  -0.52  1.57  -0.143
C  2.46  -0.57  -1.11  -0.134
H  -3.63  -0.58  1.17  0.103
H  -3.16  -1.76  -0.45  0.117
H  -4.00  0.01  -0.49  0.060
H  -1.09  -1.70  -0.73  0.161
H  0.89  1.42  1.63  0.066
H  1.13  -1.82  0.05  0.107
H  0.56  -0.29  2.13  0.142
H  2.16  -1.57  1.90  0.091
H  2.52  0.33  1.56  0.072
H  2.78  0.56  -1.32  0.094
H  3.44  -1.06  -0.48  0.136
H  2.18  -1.09  -2.26  0.157
N  -2.10  0.07  0.01  -0.098
N  0.16  -0.11  -0.32  -0.468
S  0.15  1.67  -0.11  0.659